No. 1
C6H7BrN2 | ωB97M-V/def2-TZVPD

Last columns: bonded neighbours and bond lengths (Å).
Element x y z (Å)
1 C -1.063 0.744 1.211  C2 1.364, C5 1.568, H10 1.134
2 C 0.004 -0.101 1.292  C1 1.364, C6 1.518, H11 1.133
3 C -1.374 -0.256 -1.072  C5 1.448, N7 1.273, H12 1.094
4 C 1.895 -0.426 -0.246  C6 1.654, N8 1.221, Br9 2.077
5 C -1.828 0.770 -0.157  C1 1.568, C3 1.448, H13 1.127, H14 1.137
6 C 0.418 -1.041 0.174  C2 1.518, C4 1.654, N7 1.403, H15 1.127
7 N -0.422 -1.092 -0.948  C3 1.273, C6 1.403
8 N 2.671 0.313 0.339  C4 1.221, H16 1.031
9 Br 2.466 -1.223 -2.077  C4 2.077
10 H -1.173 1.573 1.977  C1 1.134
11 H 0.643 -0.023 2.224  C2 1.133
12 H -1.956 -0.256 -1.999  C3 1.094
13 H -2.948 0.874 -0.216  C5 1.127
14 H -1.574 1.701 -0.758  C5 1.137
15 H 0.705 -2.101 0.428  C6 1.127
16 H 3.536 0.545 -0.171  N8 1.031

SMILES: [H]/N=C(\Br)[C@H]1C=CCC=N1
Largest force on an atom in eV/A: 3.07
Gap between HOMO and LUMO in eV: 10.199
Relative energy (zero: lowest compared OMol25 entry of this formula, charge and spin) in kcal/mol: 16.31
Multiplicity: 1
LUMO level in Ha: 0.0273
Electronic energy in eV: -79355.9767
Molecular weight in g mol⁻¹: 187.040

No. 2
C6H7BrN4 | ωB97M-V/def2-TZVPD

Last columns: bonded neighbours and bond lengths (Å).
Element x y z (Å)
1 C -2.370 1.505 -0.841  N7 1.293, N10 1.376, H12 1.076
2 C -1.200 0.372 0.659  C3 1.429, C5 1.382, N10 1.415
3 C -0.476 0.571 -0.557  C2 1.429, N7 1.380, N9 1.342
4 C 1.400 -0.723 -1.113  C6 1.479, N9 1.265, H13 1.006
5 C -0.704 -0.290 1.767  C2 1.382, N8 1.254, Br11 2.089
6 C 2.879 -0.715 -1.159  C4 1.479, H14 1.139, H15 1.137, H16 1.139
7 N -1.224 1.349 -1.417  C1 1.293, C3 1.380
8 N 0.358 -0.941 1.908  C5 1.254, H17 1.029
9 N 0.824 0.364 -0.818  C3 1.342, C4 1.265
10 N -2.463 0.963 0.420  C1 1.376, C2 1.415, H18 0.980
11 Br -1.897 0.024 3.453  C5 2.089
12 H -3.224 1.814 -1.418  C1 1.076
13 H 0.912 -1.598 -1.196  C4 1.006
14 H 3.275 -1.297 -2.054  C6 1.139
15 H 3.219 0.355 -1.338  C6 1.137
16 H 3.064 -1.178 -0.135  C6 1.139
17 H 0.781 -1.353 2.750  N8 1.029
18 H -3.154 0.780 1.089  N10 0.980

SMILES: [H]/N=C(\Br)c1[nH]cnc1/N=C/C
Largest force on an atom in eV/A: 4.04
Gap between HOMO and LUMO in eV: 8.652
Relative energy (zero: lowest compared OMol25 entry of this formula, charge and spin) in kcal/mol: 17.23
Multiplicity: 1
LUMO level in Ha: 0.0094
Electronic energy in eV: -82336.8343
Molecular weight in g mol⁻¹: 215.054